ORCA calculation (wB97M-V/def2-TZVPD) on an isolated ion of composition C4H13N4O and charge +1 in a non-equilibrium geometry.

Results
structure (SMILES): N[C@H]1[C@H](N)[NH2+]CN[C@@H]1O
energy above the lowest of the compared OMol25 structures with the same formula, charge and spin: 411.7 kJ/mol
E_tot: -454.17098 a.u.
net charge: +1

CARTESIAN COORDINATES (ANGSTROEM)
1 C -0.37 1.91 -0.34
2 C -0.18 -0.89 0.27
3 C -1.46 -0.25 -0.26
4 C 1.20 -0.31 -0.15
5 N -1.41 1.13 0.15
6 N -0.25 -2.26 -0.27
7 N 2.36 -0.84 0.27
8 N 1.06 1.33 0.27
9 O -2.65 -0.82 0.27
10 H -0.15 1.75 -1.33
11 H -0.33 2.85 0.09
12 H -0.36 -1.07 1.29
13 H -1.32 -0.22 -1.43
14 H 1.13 -0.10 -1.15
15 H -1.53 1.25 1.14
16 H -1.20 -2.52 -0.46
17 H 0.25 -2.33 -1.16
18 H 3.28 -0.71 -0.20
19 H 2.45 -1.05 1.23
20 H 1.74 1.95 -0.15
21 H 0.93 1.38 1.25
22 H -3.19 -0.20 0.70